(1)
Below is a cluster of 13 separate species, C42H118N8O13 in total, with properties calculated with ωB97M-V/def2-TZVPD.

Geometry (Å):
C1 2.171 4.062 -7.311
C2 2.826 3.551 -6.052
C3 1.871 2.714 -5.177
O1 2.469 2.286 -3.925
C4 1.512 1.625 -3.115
N1 3.916 2.736 -6.557
H1 2.019 3.221 -7.988
H2 2.725 4.812 -7.876
H3 1.149 4.431 -7.222
H4 3.319 4.376 -5.538
H5 1.584 1.831 -5.748
H6 0.966 3.264 -4.919
H7 1.016 0.764 -3.562
H8 0.725 2.272 -2.727
H9 2.048 1.218 -2.257
H10 3.451 2.064 -7.151
H11 4.340 2.166 -5.839
C5 -1.477 -2.128 6.032
C6 -0.968 -3.528 5.508
C7 0.517 -3.543 5.005
O2 0.783 -2.603 3.969
C8 2.133 -2.571 3.558
N2 -1.210 -4.480 6.633
H12 -1.391 -1.399 5.227
H13 -0.883 -1.781 6.878
H14 -2.501 -2.069 6.401
H15 -1.594 -3.792 4.656
H16 0.770 -4.488 4.524
H17 1.232 -3.483 5.826
H18 2.362 -3.569 3.183
H19 2.819 -2.187 4.313
H20 2.260 -1.898 2.711
H21 -2.121 -4.349 7.048
H22 -0.597 -4.384 7.430
C9 -3.522 3.536 3.705
C10 -2.739 2.211 3.630
C11 -3.300 1.160 2.669
O3 -4.601 0.831 3.104
C12 -5.234 0.005 2.162
N3 -1.442 2.533 3.174
H23 -3.782 4.032 2.770
H24 -3.050 4.180 4.447
H25 -4.528 3.305 4.058
H26 -2.685 1.660 4.569
H27 -2.740 0.228 2.757
H28 -3.235 1.436 1.616
H29 -6.300 -0.047 2.384
H30 -4.781 -0.986 2.122
H31 -5.218 0.365 1.133
H32 -1.033 3.315 3.665
H33 -0.757 1.812 3.353
C13 4.247 4.051 3.266
C14 3.929 4.770 1.964
C15 2.683 4.211 1.270
O4 2.830 2.887 0.762
C16 1.673 2.112 0.523
N4 3.877 6.193 2.157
H34 5.193 4.252 3.769
H35 4.195 2.972 3.118
H36 3.488 4.283 4.013
H37 4.789 4.556 1.329
H38 2.372 4.763 0.383
H39 1.846 4.337 1.957
H40 1.958 1.167 0.061
H41 0.976 2.565 -0.182
H42 1.126 1.913 1.445
H43 4.743 6.470 2.595
H44 3.803 6.569 1.222
C17 1.548 -3.633 -1.849
C18 2.125 -3.016 -0.536
C19 3.321 -3.883 -0.072
O5 4.070 -3.149 0.909
C20 5.202 -3.864 1.387
N5 2.490 -1.673 -0.977
H45 2.252 -3.361 -2.636
H46 0.528 -3.288 -2.022
H47 1.514 -4.719 -1.764
H48 1.350 -2.900 0.222
H49 3.927 -4.047 -0.963
H50 2.908 -4.827 0.284
H51 5.729 -3.216 2.088
H52 5.841 -4.126 0.544
H53 4.774 -4.754 1.848
H54 2.809 -1.266 -0.110
H55 1.620 -1.168 -1.059
C21 -2.666 4.592 -0.351
C22 -1.287 4.958 0.361
C23 -0.531 6.132 -0.325
O6 -0.369 6.065 -1.763
C24 0.601 5.111 -2.204
N6 -1.595 5.364 1.763
H56 -3.434 5.361 -0.432
H57 -3.052 3.715 0.169
H58 -2.474 4.312 -1.387
H59 -0.612 4.102 0.336
H60 0.419 6.185 0.208
H61 -1.025 7.088 -0.157
H62 1.565 5.614 -2.267
H63 0.206 4.747 -3.153
H64 0.611 4.290 -1.486
H65 -1.905 4.574 2.310
H66 -0.669 5.437 2.160
C25 -3.970 -3.945 2.588
C26 -2.968 -4.051 1.441
C27 -1.753 -4.925 1.641
O7 -0.873 -5.026 0.467
C28 0.221 -5.887 0.788
N7 -3.716 -4.421 0.209
H67 -4.603 -3.062 2.501
H68 -3.408 -3.665 3.480
H69 -4.550 -4.849 2.773
H70 -2.619 -3.038 1.241
H71 -2.002 -5.961 1.871
H72 -1.082 -4.561 2.420
H73 0.675 -6.001 -0.197
H74 0.045 -6.910 1.118
H75 0.904 -5.316 1.417
H76 -3.031 -4.561 -0.520
H77 -4.017 -5.379 0.311
C29 -3.294 -1.636 -6.964
C30 -2.085 -1.788 -6.050
C31 -1.210 -3.007 -6.294
O8 -0.166 -3.006 -5.289
C32 0.723 -4.132 -5.341
N8 -1.269 -0.626 -6.059
H78 -2.905 -1.421 -7.959
H79 -3.807 -0.726 -6.653
H80 -4.014 -2.453 -7.006
H81 -2.522 -1.968 -5.068
H82 -0.769 -2.923 -7.287
H83 -1.846 -3.890 -6.361
H84 1.389 -4.024 -6.197
H85 0.228 -5.097 -5.443
H86 1.370 -4.118 -4.464
H87 -1.068 -0.431 -7.029
H88 -0.435 -1.044 -5.674
C33 2.236 1.135 5.066
C34 0.806 0.653 5.171
O9 0.383 0.334 3.881
H89 2.878 0.440 4.525
H90 2.645 1.328 6.057
H91 2.222 2.042 4.460
H92 0.088 1.408 5.492
H93 0.735 -0.274 5.740
H94 0.226 -0.612 3.928
C35 -5.103 -2.058 -2.621
C36 -4.412 -1.395 -1.508
O10 -4.835 -1.974 -0.290
H95 -4.809 -1.648 -3.587
H96 -6.182 -1.926 -2.540
H97 -4.874 -3.124 -2.606
H98 -4.657 -0.333 -1.478
H99 -3.330 -1.436 -1.640
H100 -4.498 -2.869 -0.200
C37 -3.272 1.925 -4.899
C38 -2.617 1.870 -3.538
O11 -1.933 0.623 -3.448
H101 -2.479 1.746 -5.624
H102 -3.779 2.873 -5.079
H103 -3.988 1.103 -4.923
H104 -3.306 1.969 -2.699
H105 -1.949 2.728 -3.458
H106 -1.867 0.335 -4.361
C39 4.845 -0.098 2.231
C40 6.071 -0.267 3.155
O12 7.111 -0.897 2.456
H107 5.164 0.283 1.261
H108 4.109 0.508 2.759
H109 4.426 -1.100 2.140
H110 5.838 -0.820 4.065
H111 6.431 0.695 3.519
H112 7.728 -0.320 2.001
C41 -0.367 -0.806 1.017
C42 -1.026 0.116 0.020
O13 -0.356 -0.020 -1.204
H113 -0.283 -1.868 0.785
H114 -0.910 -0.744 1.959
H115 0.638 -0.550 1.355
H116 -1.102 1.178 0.252
H117 -2.072 -0.164 -0.106
H118 -0.956 0.314 -1.875

* Kohn-Sham gap: 9.358 eV
* energy above the lowest of the compared OMol25 structures with the same formula, charge and spin: 49.66 kcal per mole
* max |F|: 0.050 hartree/bohr
* E_LUMO: 0.5 eV
* charge: 0

(2)
Below is a cluster of 14 separate species, C42H119N7O14 in total, with properties calculated with ωB97M-V/def2-TZVPD.

Geometry (Å):
C1 4.450 1.203 0.320
C2 2.947 0.714 0.178
C3 2.745 -0.823 0.470
O1 3.328 -1.508 -0.699
C4 2.993 -2.896 -0.690
N1 2.149 1.496 1.088
H1 4.910 0.992 1.285
H2 4.604 2.276 0.200
H3 5.033 0.692 -0.446
H4 2.518 0.906 -0.805
H5 1.701 -1.083 0.645
H6 3.199 -1.051 1.434
H7 3.494 -3.342 0.169
H8 3.508 -3.211 -1.598
H9 1.949 -3.197 -0.783
H10 2.248 2.436 0.732
H11 1.197 1.240 0.866
C5 1.665 -8.131 -2.100
C6 1.805 -7.048 -1.042
C7 0.796 -5.916 -1.212
O2 0.992 -5.269 -2.514
C8 -0.112 -4.435 -2.877
N2 1.771 -7.655 0.282
H12 1.518 -7.641 -3.063
H13 0.786 -8.765 -1.982
H14 2.593 -8.701 -2.140
H15 2.800 -6.635 -1.211
H16 0.886 -5.228 -0.371
H17 -0.208 -6.340 -1.186
H18 -0.158 -3.596 -2.182
H19 -1.001 -5.064 -2.916
H20 0.071 -4.119 -3.904
H21 2.092 -6.906 0.878
H22 2.459 -8.384 0.408
C9 -0.814 6.041 7.303
C10 0.032 4.732 7.474
C11 -0.441 3.655 6.448
O3 -1.841 3.460 6.471
C12 -2.320 2.702 5.341
N3 1.423 5.102 7.416
H23 -1.899 5.949 7.336
H24 -0.586 6.559 6.371
H25 -0.483 6.687 8.116
H26 -0.149 4.298 8.458
H27 0.144 2.740 6.547
H28 -0.224 4.085 5.470
H29 -1.655 1.872 5.103
H30 -2.401 3.310 4.440
H31 -3.291 2.270 5.582
H32 2.038 4.309 7.529
H33 1.632 5.569 8.287
C13 -6.716 -2.465 -0.777
C14 -5.775 -1.748 -1.710
C15 -4.804 -0.730 -1.000
O4 -3.958 -0.132 -1.969
C16 -4.576 0.685 -2.921
N4 -5.078 -2.744 -2.438
H34 -7.430 -2.976 -1.423
H35 -7.366 -1.809 -0.199
H36 -6.349 -3.115 0.017
H37 -6.446 -1.145 -2.323
H38 -4.332 -1.249 -0.166
H39 -5.414 0.071 -0.583
H40 -5.268 0.182 -3.597
H41 -3.796 1.085 -3.568
H42 -5.133 1.542 -2.541
H43 -4.385 -2.209 -2.943
H44 -5.713 -3.114 -3.131
C17 1.125 -3.298 2.587
C18 1.388 -4.463 3.494
C19 2.833 -4.961 3.310
O5 2.938 -5.480 1.951
C20 4.259 -5.712 1.527
N5 1.201 -4.060 4.868
H45 1.261 -3.511 1.526
H46 1.628 -2.360 2.822
H47 0.094 -2.955 2.673
H48 0.600 -5.186 3.280
H49 3.075 -5.660 4.111
H50 3.482 -4.097 3.450
H51 4.230 -5.881 0.451
H52 4.607 -6.612 2.034
H53 4.934 -4.904 1.808
H54 1.792 -3.293 5.155
H55 1.544 -4.788 5.479
C21 -0.490 1.256 -2.107
C22 -0.505 -0.068 -1.386
C23 -1.071 -0.076 -0.004
O6 -0.343 0.837 0.858
C24 -0.810 0.813 2.135
N6 -1.274 -1.026 -2.190
H56 -0.131 2.002 -1.398
H57 -1.508 1.559 -2.350
H58 0.166 1.265 -2.977
H59 0.508 -0.461 -1.303
H60 -0.918 -1.096 0.348
H61 -2.104 0.268 -0.055
H62 -0.545 -0.145 2.583
H63 -1.892 0.931 2.181
H64 -0.481 1.650 2.750
H65 -2.192 -0.613 -2.267
H66 -1.624 -1.790 -1.629
C25 -1.564 6.019 -8.158
C26 -0.651 5.795 -6.928
C27 -0.463 4.268 -6.791
O7 0.425 4.088 -5.726
C28 0.742 2.737 -5.492
N7 0.531 6.532 -7.319
H67 -1.754 7.062 -8.411
H68 -2.519 5.494 -8.150
H69 -1.137 5.662 -9.095
H70 -1.024 6.287 -6.029
H71 -0.106 3.815 -7.716
H72 -1.440 3.793 -6.704
H73 1.324 2.380 -6.341
H74 -0.166 2.157 -5.325
H75 1.394 2.630 -4.625
H76 0.728 6.570 -8.309
H77 1.327 6.047 -6.931
C29 0.020 4.581 -0.006
C30 1.255 5.099 0.689
O8 2.331 4.326 0.249
H78 0.131 4.551 -1.090
H79 -0.825 5.226 0.234
H80 -0.157 3.593 0.420
H81 1.278 5.052 1.777
H82 1.349 6.125 0.334
H83 3.089 4.645 0.745
C31 -3.055 3.464 1.013
C32 -3.706 4.830 0.743
O9 -4.677 5.107 1.649
H84 -3.851 2.720 0.967
H85 -2.608 3.436 2.007
H86 -2.255 3.347 0.283
H87 -4.133 4.840 -0.260
H88 -2.992 5.653 0.761
H89 -4.206 5.319 2.458
C33 -2.827 -1.310 4.542
C34 -1.597 -2.095 5.077
O10 -1.672 -3.447 4.715
H90 -3.742 -1.834 4.818
H91 -2.950 -1.243 3.461
H92 -2.849 -0.332 5.024
H93 -1.523 -2.032 6.162
H94 -0.656 -1.695 4.698
H95 -0.783 -3.802 4.781
C35 2.557 3.056 4.054
C36 2.169 1.672 4.576
O11 2.784 0.711 3.799
H96 2.185 3.131 3.032
H97 3.634 3.227 4.038
H98 2.155 3.815 4.725
H99 1.096 1.488 4.625
H100 2.492 1.453 5.593
H101 2.655 1.014 2.897
C37 3.870 2.396 -3.102
C38 4.658 1.594 -4.156
O12 3.981 1.644 -5.390
H102 2.850 2.086 -2.875
H103 3.866 3.446 -3.394
H104 4.440 2.313 -2.177
H105 4.808 0.539 -3.927
H106 5.646 2.036 -4.289
H107 4.473 1.299 -6.139
C39 -1.793 -4.384 1.053
C40 -2.784 -4.496 -0.088
O13 -2.728 -3.233 -0.730
H108 -2.247 -3.711 1.780
H109 -0.840 -4.008 0.682
H110 -1.595 -5.291 1.625
H111 -3.793 -4.662 0.290
H112 -2.612 -5.314 -0.786
H113 -3.426 -3.229 -1.389
C41 2.191 -1.144 -5.604
C42 1.342 -1.174 -4.326
O14 0.036 -1.497 -4.761
H114 3.248 -1.132 -5.340
H115 2.077 -0.164 -6.069
H116 1.892 -1.897 -6.334
H117 1.368 -0.170 -3.902
H118 1.643 -1.947 -3.618
H119 -0.469 -1.491 -3.944

* Kohn-Sham gap: 9.332 eV
* energy above the lowest of the compared OMol25 structures with the same formula, charge and spin: 75.47 kcal per mole
* max |F|: 0.060 hartree/bohr
* E_LUMO: 0.4 eV
* charge: 0

(3)
Below is a structure of composition C42H26AsClFeN4OS3, with properties calculated with ωB97M-V/def2-TZVPD.

Geometry (Å):
Fe1 -0.226 -1.706 -0.193
Cl1 4.656 -6.136 2.844
C1 3.411 -5.317 1.945
C2 2.970 -5.872 0.730
C3 1.993 -5.248 0.008
C4 1.404 -4.022 0.434
O1 0.509 -3.501 -0.315
C5 1.852 -3.493 1.679
C6 1.250 -2.361 2.288
N1 0.350 -1.597 1.755
C7 -0.284 -0.606 2.514
C8 -0.034 -0.295 3.837
C9 -0.781 0.696 4.492
C10 -1.793 1.362 3.855
C11 -2.076 1.079 2.503
C12 -3.114 1.710 1.777
C13 -3.280 1.408 0.458
C14 -2.408 0.488 -0.153
N2 -1.469 -0.147 0.507
C15 -1.296 0.120 1.829
C16 2.856 -4.163 2.412
H1 3.417 -6.792 0.379
H2 1.644 -5.649 -0.934
H3 1.574 -2.168 3.309
H4 0.734 -0.802 4.402
H5 -0.547 0.917 5.525
H6 -2.382 2.112 4.368
H7 -3.748 2.429 2.281
H8 -4.045 1.874 -0.146
H9 -2.475 0.284 -1.212
H10 3.178 -3.747 3.359
S1 -0.932 -1.507 -2.362
C17 -2.620 -1.932 -2.250
C18 -3.481 -1.706 -3.322
C19 -4.831 -2.034 -3.250
C20 -5.676 -1.769 -4.367
N3 -6.340 -1.544 -5.280
C21 -5.347 -2.604 -2.075
C22 -4.495 -2.838 -0.998
C23 -3.143 -2.518 -1.072
S2 -2.084 -2.885 0.258
C24 -6.729 -2.937 -1.960
N4 -7.838 -3.222 -1.848
H11 -3.091 -1.262 -4.229
H12 -4.895 -3.276 -0.093
S3 2.109 -1.659 -1.325
C25 2.849 -0.218 -1.975
C26 3.920 -0.352 -2.881
C27 4.560 0.753 -3.399
C28 4.168 2.043 -3.042
C29 3.120 2.196 -2.154
C30 2.464 1.083 -1.630
As1 1.016 1.191 -0.365
C31 -0.067 2.619 -1.138
C32 -0.841 3.449 -0.331
C33 -1.735 4.352 -0.889
C34 -1.885 4.422 -2.266
C35 -1.140 3.579 -3.079
C36 -0.241 2.683 -2.521
C37 1.961 2.141 1.071
C38 2.632 1.319 1.974
C39 3.347 1.856 3.033
C40 3.396 3.232 3.210
C41 2.745 4.061 2.308
C42 2.038 3.519 1.242
H13 4.235 -1.348 -3.165
H14 5.379 0.611 -4.095
H15 4.674 2.908 -3.453
H16 2.797 3.188 -1.858
H17 -0.760 3.384 0.749
H18 -2.326 4.992 -0.244
H19 -2.586 5.122 -2.703
H20 -1.263 3.614 -4.155
H21 0.325 2.020 -3.164
H22 2.604 0.242 1.835
H23 3.866 1.199 3.721
H24 3.948 3.656 4.039
H25 2.795 5.137 2.426
H26 1.558 4.184 0.536

* Kohn-Sham gap (alpha / beta): 5.731 / 5.715 eV
* energy above the lowest of the compared OMol25 structures with the same formula, charge and spin: 3.65 kcal per mole
* multiplicity: 2
* max |F|: 0.010 hartree/bohr
* E_LUMO (alpha / beta): 1.2 / 1.2 eV
* charge: -1

Question: The lowest charge belongs to which entry?
Answer: C42H26AsClFeN4OS3

Repeat the third record exactly.
Below is a structure of composition C42H26AsClFeN4OS3, with properties calculated with ωB97M-V/def2-TZVPD.

Geometry (Å):
Fe1 -0.226 -1.706 -0.193
Cl1 4.656 -6.136 2.844
C1 3.411 -5.317 1.945
C2 2.970 -5.872 0.730
C3 1.993 -5.248 0.008
C4 1.404 -4.022 0.434
O1 0.509 -3.501 -0.315
C5 1.852 -3.493 1.679
C6 1.250 -2.361 2.288
N1 0.350 -1.597 1.755
C7 -0.284 -0.606 2.514
C8 -0.034 -0.295 3.837
C9 -0.781 0.696 4.492
C10 -1.793 1.362 3.855
C11 -2.076 1.079 2.503
C12 -3.114 1.710 1.777
C13 -3.280 1.408 0.458
C14 -2.408 0.488 -0.153
N2 -1.469 -0.147 0.507
C15 -1.296 0.120 1.829
C16 2.856 -4.163 2.412
H1 3.417 -6.792 0.379
H2 1.644 -5.649 -0.934
H3 1.574 -2.168 3.309
H4 0.734 -0.802 4.402
H5 -0.547 0.917 5.525
H6 -2.382 2.112 4.368
H7 -3.748 2.429 2.281
H8 -4.045 1.874 -0.146
H9 -2.475 0.284 -1.212
H10 3.178 -3.747 3.359
S1 -0.932 -1.507 -2.362
C17 -2.620 -1.932 -2.250
C18 -3.481 -1.706 -3.322
C19 -4.831 -2.034 -3.250
C20 -5.676 -1.769 -4.367
N3 -6.340 -1.544 -5.280
C21 -5.347 -2.604 -2.075
C22 -4.495 -2.838 -0.998
C23 -3.143 -2.518 -1.072
S2 -2.084 -2.885 0.258
C24 -6.729 -2.937 -1.960
N4 -7.838 -3.222 -1.848
H11 -3.091 -1.262 -4.229
H12 -4.895 -3.276 -0.093
S3 2.109 -1.659 -1.325
C25 2.849 -0.218 -1.975
C26 3.920 -0.352 -2.881
C27 4.560 0.753 -3.399
C28 4.168 2.043 -3.042
C29 3.120 2.196 -2.154
C30 2.464 1.083 -1.630
As1 1.016 1.191 -0.365
C31 -0.067 2.619 -1.138
C32 -0.841 3.449 -0.331
C33 -1.735 4.352 -0.889
C34 -1.885 4.422 -2.266
C35 -1.140 3.579 -3.079
C36 -0.241 2.683 -2.521
C37 1.961 2.141 1.071
C38 2.632 1.319 1.974
C39 3.347 1.856 3.033
C40 3.396 3.232 3.210
C41 2.745 4.061 2.308
C42 2.038 3.519 1.242
H13 4.235 -1.348 -3.165
H14 5.379 0.611 -4.095
H15 4.674 2.908 -3.453
H16 2.797 3.188 -1.858
H17 -0.760 3.384 0.749
H18 -2.326 4.992 -0.244
H19 -2.586 5.122 -2.703
H20 -1.263 3.614 -4.155
H21 0.325 2.020 -3.164
H22 2.604 0.242 1.835
H23 3.866 1.199 3.721
H24 3.948 3.656 4.039
H25 2.795 5.137 2.426
H26 1.558 4.184 0.536

* Kohn-Sham gap (alpha / beta): 5.731 / 5.715 eV
* energy above the lowest of the compared OMol25 structures with the same formula, charge and spin: 3.65 kcal per mole
* multiplicity: 2
* max |F|: 0.010 hartree/bohr
* E_LUMO (alpha / beta): 1.2 / 1.2 eV
* charge: -1

Question: Number 2 is which compound?
Answer: C42H119N7O14